Below is a 4-piece molecular cluster, C20H31Br3Cl2F3O11PS overall, with properties calculated with ωB97M-V with the def2-TZVPD basis set.

Summary:
ΔE to the lowest compared entry with this formula, charge and spin ... 0.296 eV
LUMO energy ... -0.0051 Ha
Total charge ... 0
Kohn-Sham gap ... 0.3455 Ha

The geometry in XYZ format:
```
72
C20H31Br3Cl2F3O11PS | the OMol25 dataset | ωB97M-V with the def2-TZVPD basis set
C -0.679 -1.472 -1.419
C 0.371 -1.151 -0.348
C 0.563 -2.320 0.627
Br 2.418 -2.955 0.654
P -0.195 -2.042 2.363
Cl -1.400 -1.674 4.226
C 1.238 -1.137 3.076
C 1.671 0.093 2.270
C 2.282 1.199 3.157
C 3.266 0.754 4.225
S 4.831 0.178 3.565
O 5.856 0.492 4.513
O 4.975 0.665 2.229
Cl 4.682 -1.856 3.552
C -0.323 -3.851 2.716
C 0.698 -4.229 3.808
C 0.312 -5.513 4.549
F -0.253 -6.399 3.669
Br 1.937 -6.333 5.225
C -0.740 -5.269 5.667
F -0.450 -4.147 6.343
F -1.940 -5.113 5.074
Br -0.917 -6.731 6.938
H -1.063 -0.568 -1.876
H -0.301 -2.173 -2.156
H -1.530 -1.946 -0.922
H 1.299 -0.932 -0.854
H 0.001 -0.272 0.174
H 0.026 -3.163 0.203
H -1.223 -1.336 1.725
H 0.904 -0.770 4.042
H 2.058 -1.811 3.294
H 0.812 0.542 1.786
H 2.415 -0.166 1.520
H 2.756 1.934 2.516
H 1.451 1.665 3.688
H 3.575 1.613 4.816
H 2.882 0.017 4.923
H -0.083 -4.441 1.840
H -1.327 -4.054 3.063
H 1.670 -4.378 3.350
H 0.801 -3.447 4.554
O 0.990 0.951 -2.560
C 2.039 1.420 -2.246
O 2.848 2.110 -3.078
C 3.898 2.701 -2.298
C 3.934 1.800 -1.079
O 2.579 1.332 -1.014
H 4.827 2.708 -2.860
H 3.616 3.726 -2.054
H 4.594 0.942 -1.208
H 4.200 2.320 -0.163
O -3.924 1.891 -5.854
C -2.736 1.903 -5.801
O -1.928 2.258 -6.823
C -0.592 2.377 -6.315
C -0.632 1.491 -5.087
O -2.016 1.567 -4.711
H 0.127 2.050 -7.061
H -0.405 3.424 -6.070
H -0.387 0.453 -5.315
H 0.006 1.833 -4.280
O -6.552 6.754 -2.526
C -6.500 5.679 -3.022
O -5.355 5.030 -3.339
C -5.685 3.681 -3.702
C -7.130 3.812 -4.130
O -7.579 4.930 -3.353
H -5.036 3.323 -4.493
H -5.567 3.044 -2.824
H -7.230 4.056 -5.189
H -7.728 2.932 -3.908
```

Quick look at the Mulliken charges, all values in e:
1. C -1.79
2. C 0.19
3. C -0.89
4. Br -0.12
5. P 0.47
6. Cl -0.37
7. C -1.01
8. C -0.04
9. C -1.29
10. C -0.84
11. S 1.03
12. O -0.58
13. O -0.46
14. Cl -0.18
15. C -0.89
16. C -1.31
17. C 0.52
18. F -0.30
19. Br -0.07
20. C 0.50
21. F -0.18
22. F -0.20
23. Br -0.10
24. H 0.42
25. H 0.35
26. H 0.42
27. H 0.08
28. H 0.01
29. H 0.92
30. H 0.16
31. H 1.17
32. H 0.15
33. H 0.08
34. H 0.21
35. H 0.35
36. H 0.54
37. H 0.49
38. H 0.43
39. H 0.46
40. H 0.65
41. H 0.45
42. H 0.54
43. O -0.52
44. C 0.57
45. O -0.35
46. C -0.40
47. C -0.29
48. O -0.11
49. H 0.31
50. H 0.27
51. H 0.27
52. H 0.27
53. O -0.61
54. C 0.64
55. O -0.33
56. C -0.36
57. C 0.09
58. O -0.27
59. H 0.30
60. H 0.29
61. H 0.24
62. H -0.01
63. O -0.53
64. C 0.66
65. O -0.32
66. C 0.13
67. C -0.33
68. O -0.34
69. H -0.07
70. H 0.24
71. H 0.28
72. H 0.30

Below is C20H31F4I2InNO6 as an isolated structure, with properties calculated with ωB97M-V with the def2-TZVPD basis set.

Summary:
ΔE to the lowest compared entry with this formula, charge and spin ... 0.000 eV
LUMO energy ... 0.0863 Ha
Total charge ... -1
Kohn-Sham gap ... 0.2522 Ha

The geometry in XYZ format:
```
65
C20H31F4I2InNO6 | the OMol25 dataset | ωB97M-V with the def2-TZVPD basis set
C 4.104 -0.210 0.585
C 3.834 -1.648 0.182
C 2.416 -1.876 -0.432
N 1.746 -0.609 -0.783
In -0.097 -0.239 0.177
C -0.758 -1.833 1.613
I 0.705 -2.429 3.081
C -1.926 -2.391 1.653
C -2.998 -2.002 0.673
I -2.581 -3.879 3.064
C -1.597 0.289 -1.443
F -0.897 0.971 -2.416
F -2.200 -0.747 -2.119
C -2.654 1.284 -0.905
F -2.224 2.540 -1.105
F -3.865 1.187 -1.512
H 5.017 -0.143 1.170
H 4.162 0.443 -0.266
H 3.300 0.167 1.207
H 4.043 -2.281 1.040
H 4.555 -1.869 -0.599
H 1.805 -2.527 0.187
H 2.570 -2.411 -1.369
H 1.677 -0.523 -1.787
H 0.107 1.244 1.132
H -2.747 -2.412 -0.296
H -3.947 -2.455 0.930
H -3.160 -0.932 0.642
H -2.741 1.176 0.170
O 6.553 -0.072 -1.004
C 6.978 0.922 -1.501
O 8.300 1.114 -1.793
C 8.505 2.448 -2.280
C 7.148 2.903 -2.797
C 6.188 2.165 -1.867
H 8.862 3.067 -1.453
H 9.266 2.429 -3.057
H 7.028 3.985 -2.793
H 7.007 2.554 -3.822
H 5.984 2.728 -0.955
H 5.256 1.897 -2.355
O -6.509 -4.139 -1.442
C -6.146 -3.159 -2.026
O -4.857 -2.923 -2.348
C -4.722 -1.615 -2.950
C -6.109 -1.287 -3.484
C -7.012 -1.997 -2.480
H -4.400 -0.916 -2.191
H -3.971 -1.657 -3.732
H -6.290 -0.216 -3.568
H -6.243 -1.729 -4.474
H -7.238 -1.371 -1.616
H -7.933 -2.359 -2.931
O 0.648 1.561 3.737
C -0.490 1.596 4.083
O -1.476 0.819 3.547
C -2.742 1.177 4.115
C -2.422 1.851 5.441
C -1.083 2.513 5.142
H -3.254 1.849 3.421
H -3.340 0.277 4.242
H -3.199 2.541 5.771
H -2.292 1.095 6.217
H -1.203 3.509 4.712
H -0.438 2.557 6.015
```

Quick look at the Mulliken charges, all values in e:
1. C -0.86
2. C -0.42
3. C -0.37
4. N -0.49
5. In 0.98
6. C -0.59
7. I -0.12
8. C 0.04
9. C -0.98
10. I -0.03
11. C 0.15
12. F -0.31
13. F -0.23
14. C 0.60
15. F -0.31
16. F -0.28
17. H 0.40
18. H 0.04
19. H 0.28
20. H 0.28
21. H 0.25
22. H 0.08
23. H 0.35
24. H 0.19
25. H -0.50
26. H 0.26
27. H 0.68
28. H 0.01
29. H -0.19
30. O -0.44
31. C 0.40
32. O -0.38
33. C -0.42
34. C -0.58
35. C -0.30
36. H 0.25
37. H 0.31
38. H 0.33
39. H 0.27
40. H 0.26
41. H 0.31
42. O -0.61
43. C 0.51
44. O -0.39
45. C 0.03
46. C -0.56
47. C -0.42
48. H -0.09
49. H 0.36
50. H 0.32
51. H 0.27
52. H 0.25
53. H 0.32
54. O -0.53
55. C 0.40
56. O -0.06
57. C -0.44
58. C -0.56
59. C -0.47
60. H 0.25
61. H 0.34
62. H 0.33
63. H 0.27
64. H 0.26
65. H 0.30

Below is C20H31GeMnN7O6S3Se as an isolated structure, with properties calculated with ωB97M-V with the def2-TZVPD basis set.

Summary:
2S+1 ... 6
LUMO energy (alpha / beta) ... 0.1499 / 0.1498 Ha
Total charge ... -2
Kohn-Sham gap (alpha / beta) ... 0.2475 / 0.2518 Ha

The geometry in XYZ format:
```
70
C20H31GeMnN7O6S3Se | the OMol25 dataset | ωB97M-V with the def2-TZVPD basis set
Mn 0.644 1.929 -0.468
O 0.825 0.294 3.329
C 0.893 0.910 2.269
O 0.177 0.706 1.217
C 1.945 2.071 2.069
O 3.001 2.072 2.706
O 1.593 2.909 1.163
C 5.312 1.563 0.135
N 4.852 1.459 -1.237
C 5.862 1.135 -2.226
C 3.511 1.238 -1.464
N 2.671 0.878 -0.589
N 3.114 1.500 -2.784
C 1.782 1.413 -3.203
N 1.525 2.237 -4.283
N 0.953 0.593 -2.674
H 6.199 2.201 0.154
H 5.581 0.586 0.559
H 4.547 2.022 0.766
H 6.494 2.002 -2.445
H 5.394 0.798 -3.147
H 6.509 0.331 -1.854
H 3.076 0.637 0.307
H 3.552 2.339 -3.145
H 1.997 3.133 -4.166
H 0.533 2.365 -4.411
H 0.049 0.660 -3.130
O 3.014 4.325 -3.060
C 2.254 4.456 -2.065
O 1.372 3.659 -1.658
H 2.362 5.392 -1.489
C -1.245 -3.016 1.852
Ge 0.460 -3.772 1.264
C 0.447 -5.677 1.813
C 1.929 -2.848 2.143
C 0.713 -3.827 -0.682
Se 0.975 -2.070 -1.535
C -0.804 -1.385 -1.107
H -1.417 -3.289 2.896
H -2.085 -3.380 1.255
H -1.206 -1.925 1.786
H 0.276 -5.769 2.890
H 1.399 -6.161 1.573
H -0.350 -6.218 1.294
H 1.891 -3.008 3.223
H 1.841 -1.773 1.964
H 2.896 -3.192 1.764
H -0.107 -4.358 -1.171
H 1.629 -4.389 -0.876
H -1.375 -2.178 -0.638
H -1.302 -1.072 -2.022
H -0.712 -0.542 -0.431
S -6.871 0.221 -1.998
C -5.411 0.867 -1.501
S -4.250 1.462 -2.635
C -3.080 1.791 -1.341
N -3.562 1.477 -0.190
N -4.861 0.984 -0.267
C -5.424 0.641 1.004
C -4.545 0.470 2.077
C -5.029 0.123 3.327
C -6.389 -0.059 3.536
C -7.261 0.140 2.477
C -6.791 0.497 1.218
S -1.574 2.480 -1.739
H -3.486 0.615 1.917
H -4.332 -0.007 4.146
H -6.765 -0.348 4.510
H -8.329 0.023 2.620
H -7.489 0.658 0.413
```

Quick look at the natural (NBO) charges, all values in e:
1. Mn 1.45
2. O -0.69
3. C 0.67
4. O -0.87
5. C 0.66
6. O -0.71
7. O -0.84
8. C -0.42
9. N -0.45
10. C -0.40
11. C 0.63
12. N -0.79
13. N -0.66
14. C 0.65
15. N -0.86
16. N -0.81
17. H 0.19
18. H 0.17
19. H 0.27
20. H 0.18
21. H 0.22
22. H 0.18
23. H 0.38
24. H 0.43
25. H 0.42
26. H 0.38
27. H 0.36
28. O -0.80
29. C 0.68
30. O -0.81
31. H 0.06
32. C -1.10
33. Ge 1.63
34. C -1.09
35. C -1.09
36. C -1.07
37. Se 0.32
38. C -0.78
39. H 0.22
40. H 0.22
41. H 0.27
42. H 0.22
43. H 0.21
44. H 0.21
45. H 0.23
46. H 0.27
47. H 0.21
48. H 0.21
49. H 0.22
50. H 0.21
51. H 0.21
52. H 0.24
53. S -0.29
54. C -0.11
55. S 0.39
56. C -0.08
57. N -0.33
58. N -0.24
59. C 0.14
60. C -0.16
61. C -0.22
62. C -0.24
63. C -0.21
64. C -0.24
65. S -0.37
66. H 0.26
67. H 0.22
68. H 0.20
69. H 0.20
70. H 0.25

Below is one molecule with the formula C20H31N3O3, with properties calculated with ωB97M-V with the def2-TZVPD basis set.

Summary:
ΔE to the lowest compared entry with this formula, charge and spin ... 1.004 eV
LUMO energy ... 0.0321 Ha
Total charge ... 0
Kohn-Sham gap ... 0.3247 Ha

The geometry in XYZ format:
```
57
C20H31N3O3 | the OMol25 dataset | ωB97M-V with the def2-TZVPD basis set
C 6.179 -6.872 0.135
C 6.182 -6.377 1.577
C 5.079 -5.360 1.868
C 3.676 -5.962 1.812
C 2.608 -4.932 2.164
O 2.596 -3.952 1.145
C 1.743 -2.901 1.251
C 0.840 -2.703 2.292
C 0.019 -1.590 2.293
C 0.079 -0.658 1.264
N -0.769 0.449 1.319
C -0.898 1.487 0.477
O -0.298 1.698 -0.564
C -1.974 2.453 0.992
O -2.604 2.212 2.012
N -2.084 3.532 0.222
C -3.093 4.549 0.341
C -4.058 4.483 -0.864
C -4.874 5.774 -0.994
C -4.039 6.604 -1.966
C -3.509 5.540 -2.922
N -3.262 4.376 -2.085
C -3.319 3.108 -2.782
C -2.045 2.855 -3.580
C 0.980 -0.855 0.219
C 1.798 -1.962 0.218
H 6.233 -6.032 -0.554
H 5.278 -7.439 -0.083
H 7.035 -7.518 -0.044
H 7.147 -5.909 1.785
H 6.076 -7.229 2.253
H 5.241 -4.942 2.864
H 5.138 -4.542 1.149
H 3.600 -6.795 2.514
H 3.470 -6.334 0.809
H 1.624 -5.417 2.230
H 2.837 -4.467 3.133
H 0.765 -3.407 3.106
H -0.678 -1.444 3.106
H -1.400 0.510 2.118
H -1.539 3.538 -0.634
H -2.604 5.527 0.364
H -3.629 4.384 1.278
H -4.707 3.609 -0.735
H -5.026 6.264 -0.034
H -5.850 5.557 -1.431
H -4.619 7.369 -2.478
H -3.212 7.083 -1.442
H -2.587 5.850 -3.417
H -4.260 5.319 -3.699
H -3.429 2.312 -2.041
H -4.192 3.064 -3.459
H -1.186 2.805 -2.916
H -2.126 1.907 -4.108
H -1.882 3.644 -4.309
H 1.031 -0.136 -0.581
H 2.500 -2.127 -0.584
```

Quick look at the natural (NBO) charges, all values in e:
1. C -0.61
2. C -0.39
3. C -0.40
4. C -0.41
5. C -0.06
6. O -0.50
7. C 0.29
8. C -0.25
9. C -0.22
10. C 0.11
11. N -0.57
12. C 0.58
13. O -0.62
14. C 0.59
15. O -0.64
16. N -0.59
17. C -0.23
18. C -0.04
19. C -0.41
20. C -0.41
21. C -0.21
22. N -0.47
23. C -0.20
24. C -0.61
25. C -0.21
26. C -0.24
27. H 0.20
28. H 0.20
29. H 0.21
30. H 0.20
31. H 0.19
32. H 0.20
33. H 0.21
34. H 0.20
35. H 0.21
36. H 0.17
37. H 0.17
38. H 0.21
39. H 0.21
40. H 0.43
41. H 0.44
42. H 0.19
43. H 0.23
44. H 0.20
45. H 0.22
46. H 0.21
47. H 0.22
48. H 0.20
49. H 0.20
50. H 0.16
51. H 0.20
52. H 0.16
53. H 0.22
54. H 0.21
55. H 0.20
56. H 0.25
57. H 0.22